Record 1
{"formula": "C16H18F3N2", "method": "the ωB97M-V functional and the def2-TZVPD basis", "symbols": ["C", "H", "N", "C", "H", "F", "H", "C", "C", "H", "C", "H", "C", "H", "H", "H", "H", "C", "H", "H", "C", "H", "F", "H", "C", "C", "C", "C", "H", "H", "H", "F", "C", "H", "C", "C", "H", "N", "C"], "xyz": [[-0.745586, -0.546301, 1.039258], [-1.971580, 0.390959, -2.996181], [0.089455, 0.468786, -2.553749], [-0.159062, -2.755404, 1.849669], [3.412719, 4.288379, 1.622451], [-2.690573, -5.083492, 0.880574], [-0.649016, 2.407019, -2.945912], [0.456781, 3.038369, 0.625880], [-2.009147, -1.073008, 0.687407], [3.680174, 1.976984, 2.408618], [1.759292, 1.355662, 1.741983], [-0.913104, -0.321532, -4.228151], [-1.777306, -4.684267, 1.790461], [-2.733377, -0.428197, 0.220606], [1.340807, 4.967408, 0.497141], [1.084388, 2.320713, -2.607232], [-0.441891, 3.345212, 0.118045], [2.624623, 3.569577, 1.467587], [-3.286397, -2.788869, 0.646993], [2.006619, 0.194738, -2.162008], [1.459230, 3.950288, 0.830599], [-1.207476, -1.176116, -2.710240], [-0.666071, -5.444069, 1.698676], [0.467399, 1.767895, -4.168945], [0.183498, -1.450968, 1.596655], [0.570695, 1.701603, 1.066252], [-2.326466, -2.387790, 0.920188], [-1.409935, -3.236014, 1.511816], [1.198361, -1.153088, 1.770905], [-1.358403, 1.333732, 0.348753], [1.142032, -1.174405, -2.245464], [-2.292517, -4.764709, 3.034642], [2.768451, 2.271050, 1.918581], [1.883727, 0.385367, 2.173712], [-0.520765, 0.834761, 0.807889], [-1.068223, -0.194462, -3.158024], [0.540128, -3.436561, 2.304975], [1.303894, -0.288731, -2.702515], [0.254624, 1.819480, -3.101898]], "atomic_forces_ev_per_a": [[0.02, -0.48, 0.07], [0.12, 0.12, 0.08], [-1.08, 0.97, 1.14], [0.32, -0.24, 0.22], [0.12, 0.09, 0.02], [0.49, -0.34, 0.79], [-0.05, -0.14, 0.06], [-0.34, -0.12, -0.11], [0.15, 0.36, 0.04], [0.10, -0.08, 0.17], [0.10, -0.04, 0.12], [-0.09, -0.12, -0.32], [0.24, 0.84, -0.28], [-0.18, 0.17, -0.06], [-0.06, 0.13, -0.08], [0.09, 0.04, 0.07], [-0.20, 0.04, -0.12], [0.01, 0.15, -0.06], [-0.24, 0.10, -0.13], [0.18, 0.09, 0.16], [-0.10, 0.36, -0.17], [-0.01, -0.12, 0.07], [-0.93, -0.06, 0.19], [0.09, 0.13, -0.28], [0.12, 0.12, -0.15], [0.05, -0.08, 0.15], [-0.38, -0.27, -0.08], [-0.12, 0.16, -0.01], [0.07, -0.04, 0.16], [-0.25, 0.12, -0.16], [0.01, -0.24, 0.13], [0.20, -0.47, -0.72], [0.12, -0.39, 0.08], [0.09, -0.16, 0.08], [0.39, 0.05, -0.30], [0.86, -0.09, 0.01], [0.27, 0.01, -0.01], [-0.43, 0.10, -0.78], [0.23, -0.72, 0.04]], "lumo_ev": -6.11, "orbital_gap_ev": 4.596, "charge": 1, "de_lowest_kcal_mol": 0.0, "homo_ev": -10.71}

***

Record 2
{"formula": "C16H18F3N4ReS", "method": "the ωB97M-V functional and the def2-TZVPD basis", "symbols": ["S", "C", "C", "C", "H", "C", "N", "C", "H", "H", "H", "H", "C", "C", "H", "Re", "N", "H", "C", "H", "C", "H", "H", "H", "C", "H", "H", "F", "N", "H", "F", "C", "C", "F", "N", "C", "C", "H", "C", "H", "C", "H", "H"], "xyz": [[-0.895145, 2.448548, -0.565344], [-0.832805, 1.515604, 2.436713], [-2.968314, 0.529162, 0.024644], [-1.534995, 0.304047, 2.598318], [-0.313885, -5.179751, -1.837280], [-0.479353, -4.155400, -1.528387], [1.467223, 1.492363, -1.208426], [-1.843603, -2.444601, -0.561840], [0.656743, 3.659833, 1.869679], [-1.374116, -1.852670, 2.538200], [1.043727, -1.834995, 1.985357], [-1.363264, 2.452650, 2.560509], [0.730758, 2.600086, -1.119987], [0.515979, -0.896317, 2.112002], [-2.511202, -4.451004, -0.884178], [-0.878651, 0.305202, 0.350644], [-0.861220, -1.535421, -0.675479], [2.189455, 2.785629, 1.541710], [0.525602, -3.194691, -1.704464], [0.605660, 4.591064, -1.414084], [-1.683539, -3.761948, -0.985786], [1.907221, -1.439035, -3.425247], [2.646646, 0.071396, -2.918294], [2.278212, 0.296231, 1.828916], [1.209675, 0.307788, 2.017144], [-2.584100, 0.311012, 2.867577], [2.395476, 1.472363, -1.606845], [-3.699217, -0.401736, 0.688409], [1.197760, 3.771284, -1.473789], [2.111596, 3.904955, -1.889450], [-3.424437, 1.719858, 0.445952], [1.181707, -0.774215, -1.555208], [1.297260, 2.829422, 2.165002], [-3.252777, 0.405985, -1.274225], [0.834257, 0.293222, -0.900913], [0.294652, -1.908358, -1.289314], [-0.853093, -0.911531, 2.412991], [1.634408, 3.038835, 3.186702], [0.554939, 1.535218, 2.191890], [1.463179, -3.460617, -2.174539], [2.271860, -0.883212, -2.560972], [3.113003, -1.446113, -2.141851], [-2.773276, -2.110163, -0.126458]], "atomic_forces_ev_per_a": [[-0.81, 0.34, -0.06], [-0.88, -0.07, 0.21], [-0.41, -0.25, -0.03], [-0.14, 0.02, 0.51], [-0.01, 0.01, -0.02], [0.10, 0.03, -0.01], [0.09, -0.03, 0.33], [0.15, -0.04, -0.09], [0.01, -0.02, -0.01], [-0.05, 0.03, 0.00], [-0.02, 0.02, -0.06], [-0.04, -0.02, -0.01], [-0.07, 0.14, -0.13], [-0.01, -0.32, -0.43], [0.01, -0.01, 0.03], [3.91, 0.53, 0.80], [-1.24, -0.49, 0.26], [-0.01, 0.00, 0.01], [-0.04, -0.16, -0.08], [0.00, 0.02, 0.01], [-0.04, 0.04, -0.01], [0.00, -0.01, 0.00], [0.00, -0.01, -0.03], [-0.03, 0.00, -0.06], [0.11, 0.03, 0.08], [-0.01, 0.02, -0.03], [0.06, -0.03, 0.01], [0.05, 0.02, -0.03], [0.06, -0.04, -0.03], [0.00, 0.01, -0.03], [0.05, 0.02, -0.03], [0.04, -0.16, -0.07], [-0.01, -0.03, 0.03], [0.03, -0.02, -0.04], [-0.12, -0.07, -0.96], [0.03, 0.33, -0.01], [-0.83, -0.07, 0.16], [-0.01, 0.00, 0.00], [0.07, 0.27, -0.34], [-0.02, 0.00, -0.02], [0.04, 0.00, 0.16], [-0.01, 0.00, 0.00], [0.02, -0.04, 0.02]], "lumo_ev": [-11.68, -12.21], "orbital_gap_ev": [7.370, 7.439], "charge": 3, "multiplicity": 2, "s2": 0.7590, "de_lowest_kcal_mol": 0.0, "homo_ev": [-19.05, -19.65]}

***

Record 3
{"formula": "C16H18F6NO13P", "method": "the ωB97M-V functional and the def2-TZVPD basis", "symbols": ["F", "H", "C", "O", "O", "H", "C", "H", "C", "C", "H", "H", "H", "C", "O", "H", "O", "C", "F", "H", "H", "H", "C", "C", "P", "O", "N", "H", "F", "O", "O", "O", "F", "O", "O", "H", "C", "O", "H", "O", "C", "H", "H", "C", "C", "O", "C", "C", "F", "C", "F", "H", "H", "C", "H"], "xyz": [[-2.159912, 1.378712, -0.340284], [0.210325, -9.656044, -1.121088], [-1.090809, -2.294321, 3.151235], [0.899637, 5.982057, -4.020214], [-2.196356, 4.128149, 1.869405], [0.586653, 8.579546, -4.386548], [-0.619312, -3.164796, 4.114372], [0.251675, -3.979268, -3.609366], [-0.153730, 2.325501, 0.494676], [0.311477, 0.019415, -0.751889], [-0.924809, -8.541049, -0.322854], [0.844581, -4.002471, -1.934409], [0.885734, 4.545516, -1.804192], [-1.047244, -2.960989, 5.412446], [2.376451, 5.896339, -2.314564], [2.145600, 9.426365, -4.533718], [0.232555, -5.815729, -2.757961], [-1.665373, 2.511654, 0.181972], [0.398512, 2.125669, -1.768228], [2.132085, 3.919058, -2.914141], [0.067837, -3.955459, 3.850607], [-2.037380, 4.134720, 2.823496], [0.069230, -8.644484, -0.753148], [0.073778, -6.493496, -1.624726], [0.479614, -1.565722, 1.296319], [0.217215, -7.791890, -1.891044], [-1.921841, -1.307739, 3.352308], [-0.899212, -4.138040, -2.267157], [-0.008118, 1.756883, 1.697803], [-3.141068, 2.072456, 2.018405], [-0.683815, -2.477071, 1.827044], [2.242400, 7.712649, -3.473991], [-1.799508, 3.506214, -0.718682], [0.612168, -0.539514, -1.759801], [-0.325491, -0.582070, 0.300432], [-0.694699, -3.601152, 6.209388], [1.755122, 6.479234, -3.335879], [-0.157788, -6.020180, -0.542726], [2.531192, 4.215425, -1.204096], [1.279450, -0.874691, 2.307832], [1.656227, 8.457317, -4.544673], [1.832763, 7.962877, -5.497721], [0.821441, -8.414735, -0.001121], [-2.322238, -1.117757, 4.606037], [-1.923016, -1.915525, 5.664851], [1.342380, -2.490540, 0.347497], [-2.437785, 2.862681, 1.473588], [0.097333, -4.396947, -2.619454], [0.396987, 3.557842, 0.559135], [0.621584, 1.535829, -0.582410], [1.939990, 1.612583, -0.289530], [-2.995743, -0.287693, 4.776854], [2.229288, -2.517068, 0.735816], [1.943061, 4.554814, -2.051932], [-2.279101, -1.713065, 6.666029]], "atomic_forces_ev_per_a": [[0.04, -0.02, -0.08], [0.01, 0.01, -0.05], [-0.21, -0.06, -0.02], [-0.03, -0.02, -0.03], [0.68, -0.24, -0.17], [-0.02, -0.05, -0.02], [0.16, -0.16, 0.00], [0.02, -0.09, -0.04], [-0.03, 0.44, -0.15], [-0.08, -0.30, -0.79], [0.01, 0.05, 0.03], [-0.05, -0.01, 0.06], [-0.01, 0.01, -0.07], [-0.05, 0.04, -0.09], [0.05, -0.02, 0.02], [0.03, -0.01, 0.04], [-0.01, -0.02, -0.01], [-0.08, 0.34, 0.09], [0.09, 0.00, 0.05], [-0.07, 0.01, -0.03], [-0.01, 0.00, -0.03], [-0.49, 0.10, 0.10], [0.00, -0.11, 0.00], [0.02, 0.02, -0.05], [0.39, 0.27, 0.61], [0.00, -0.04, -0.01], [0.08, 0.12, -0.03], [0.01, -0.03, 0.08], [-0.02, -0.17, 0.11], [0.25, 0.12, 0.07], [0.04, -0.16, -0.04], [0.02, 0.03, 0.00], [-0.06, -0.10, -0.05], [-0.20, 0.39, 0.73], [0.50, -0.02, -0.31], [-0.02, -0.02, 0.01], [0.02, 0.00, 0.03], [0.00, 0.01, 0.05], [0.00, 0.05, 0.00], [-0.17, -0.11, -0.22], [0.02, 0.11, -0.04], [-0.04, -0.04, 0.00], [-0.03, 0.04, 0.03], [-0.17, 0.04, 0.28], [0.04, 0.04, 0.08], [-0.17, 0.10, 0.00], [-0.39, -0.22, 0.10], [0.02, 0.21, -0.07], [0.07, -0.07, -0.02], [-0.19, -0.56, 0.08], [-0.08, 0.09, 0.00], [-0.05, 0.04, -0.08], [0.05, -0.13, -0.18], [0.09, 0.08, 0.03], [-0.01, 0.01, -0.04]], "lumo_ev": 0.22, "orbital_gap_ev": 10.249, "charge": 0, "homo_ev": -10.03, "smiles": "O=C(O)C(F)(F)C(F)(F)C(F)(F)C(=O)O[P@](=O)(O)Oc1ccccn1.COC(=O)OC.COC(=O)OC"}

***

Quick rundown of energy, same order as above: -1029.29020 -1614.57061 -2594.06899 Ha